This record from the OMol25 dataset describes 9 unconnected molecules or ions with the total composition C31H72FN10O9P. The level of theory is wB97M-V/def2-TZVPD.

Results
Total energy, eV: -78649.4653
Structure (SMILES): CNCP(CCF)CCC(N)=O.CN(C)C=O.CN(C)C=O.CN(C)C=O.CN(C)C=O.CN(C)C=O.CN(C)C=O.CN(C)C=O.CN(C)C=O
HOMO energy, eV: -7.32

Each line ends with the Löwdin charge.
Positions of all 124 atoms, in Å:
C1 2.50435 -3.79976 -0.14267  -0.1178
N1 2.05093 -4.14080 -1.48749  -0.1363
C2 1.29926 -3.08770 -2.14045  -0.4038
P1 -0.53498 -3.30183 -2.01408  1.0067
C3 -1.02029 -1.59480 -1.48268  -0.3262
C4 -0.64805 -1.21965 -0.07098  -0.2577
F1 -1.66896 -0.50873 0.51788  -0.0545
C5 -0.81954 -4.54611 -0.67699  -0.3615
C6 -2.25514 -4.95684 -0.41491  -0.1754
C7 -3.23178 -3.88154 -0.15509  -0.6186
N2 -4.01584 -3.46313 -1.19282  0.1612
O1 -3.36582 -3.43831 0.92083  0.0975
H1 2.10199 -4.49765 0.56047  0.0596
H2 2.24928 -2.79867 0.13643  0.0505
H3 3.56513 -3.87149 -0.05048  0.0714
H4 2.84944 -4.33761 -2.06087  0.0904
H5 1.55974 -3.02672 -3.16573  0.0514
H6 1.54404 -2.12236 -1.73578  0.0558
H7 -2.04131 -1.40379 -1.70600  0.0535
H8 -0.44883 -0.96840 -2.13082  0.0586
H9 -0.43985 -2.07906 0.53155  0.0961
H10 0.22016 -0.60523 -0.08532  0.0785
H11 -0.32590 -5.41680 -1.03479  0.0657
H12 -0.32002 -4.30234 0.23575  0.0593
H13 -2.61314 -5.54627 -1.24107  0.1111
H14 -2.27541 -5.56474 0.45363  0.1115
H15 -4.28390 -2.50749 -0.99872  0.1010
H16 -3.52702 -3.47390 -2.08233  0.0800
C8 3.02717 0.66897 -5.89978  -0.0445
N3 3.40150 -0.52516 -5.16358  -0.1775
C9 3.68851 -1.75666 -5.87799  -0.0357
C10 3.48508 -0.51550 -3.83118  -0.3306
O2 3.78098 -1.47924 -3.14026  -0.0138
H17 2.11815 0.47532 -6.47764  0.0786
H18 3.83111 0.95432 -6.58115  0.0933
H19 2.84607 1.48714 -5.20420  0.0491
H20 3.00483 -2.54352 -5.55563  0.0861
H21 4.70743 -2.08355 -5.66744  0.0905
H22 3.57400 -1.59170 -6.94563  0.0831
H23 3.24815 0.46938 -3.39556  0.1251
C11 1.38236 4.98514 -1.48724  -0.0550
N4 1.98108 3.87841 -2.21636  -0.1708
C12 1.82776 2.52146 -1.70795  -0.0261
C13 2.66751 4.09044 -3.33836  -0.3458
O3 3.21311 3.24034 -4.03137  -0.0159
H24 1.78993 5.02603 -0.47796  0.0549
H25 0.29971 4.84790 -1.42998  0.0943
H26 1.59414 5.92107 -2.00169  0.0824
H27 2.80428 2.08435 -1.50551  0.0790
H28 1.32104 1.90117 -2.45080  0.0910
H29 1.25087 2.53920 -0.78953  0.0763
H30 2.71049 5.15930 -3.60690  0.1316
C14 -0.22232 5.35068 4.15044  -0.0437
N5 0.56804 5.30652 2.93362  -0.1884
C15 0.78446 6.53408 2.18502  -0.0310
C16 1.10716 4.17590 2.47275  -0.3370
O4 1.77892 4.09446 1.45707  -0.0114
H31 -1.22798 5.70666 3.93010  0.0929
H32 0.24306 6.02417 4.87238  0.0911
H33 -0.29231 4.35943 4.58834  0.0858
H34 0.38776 6.43021 1.17482  0.0859
H35 1.85205 6.74385 2.11212  0.0970
H36 0.28605 7.35812 2.68616  0.0872
H37 0.88822 3.30096 3.10888  0.1216
C17 5.54770 0.05590 -1.25253  -0.0517
N6 6.65181 -0.05854 -0.30889  -0.1780
C18 7.85879 -0.75812 -0.70911  -0.0383
C19 6.58844 0.45998 0.92088  -0.3936
O5 7.47264 0.38928 1.75989  -0.0003
H38 5.19854 -0.92570 -1.54163  0.0683
H39 5.88299 0.59494 -2.14322  0.0958
H40 4.72449 0.60032 -0.79410  0.0582
H41 8.04084 -1.60229 -0.04308  0.0910
H42 8.71754 -0.08851 -0.64875  0.0910
H43 7.74771 -1.11700 -1.72834  0.0854
H44 5.62880 0.97101 1.11848  0.1277
C20 -4.47578 -1.21068 2.68832  -0.0632
N7 -4.47912 -0.27223 3.79864  -0.1876
C21 -4.86829 -0.73936 5.12535  -0.0373
C22 -4.13538 1.00210 3.64080  -0.3775
O6 -4.11230 1.84152 4.53029  -0.0190
H45 -5.48095 -1.61506 2.54877  0.0916
H46 -3.79166 -2.02941 2.89379  0.0756
H47 -4.16123 -0.71799 1.77544  0.0679
H48 -5.72257 -0.17935 5.48285  0.0574
H49 -4.04464 -0.58670 5.82334  0.0954
H50 -5.11859 -1.79498 5.08322  0.0893
H51 -3.85868 1.24448 2.59848  0.1295
C23 -1.19617 0.00787 -8.15076  -0.0613
N8 -0.87902 -1.17313 -7.37194  -0.1995
C24 -0.64616 -2.43544 -8.05512  -0.0382
C25 -0.79115 -1.14614 -6.03086  -0.3643
O7 -0.52778 -2.10740 -5.33594  -0.0095
H52 -2.11213 -0.15321 -8.72256  0.0884
H53 -0.38246 0.23132 -8.84383  0.0876
H54 -1.33952 0.86099 -7.49212  0.0813
H55 -1.36163 -3.18283 -7.71270  0.0936
H56 0.35695 -2.80063 -7.83314  0.0882
H57 -0.75247 -2.29443 -9.12697  0.0848
H58 -0.98300 -0.14334 -5.60543  0.1330
C26 -9.81827 0.91076 8.77930  -0.0592
N9 -8.79742 0.53798 7.82026  -0.1971
C27 -8.88369 1.03830 6.45692  -0.0357
C28 -7.76600 -0.25657 8.14353  -0.3433
O8 -6.88890 -0.59259 7.37050  0.0088
H59 -10.79761 0.57057 8.43712  0.0886
H60 -9.84324 1.99559 8.89872  0.0890
H61 -9.60678 0.45666 9.74408  0.0811
H62 -8.94308 0.20454 5.75693  0.0934
H63 -7.99430 1.62128 6.21610  0.0950
H64 -9.76634 1.66276 6.35339  0.0837
H65 -7.78269 -0.58379 9.19834  0.1339
C29 2.38909 0.41859 3.83324  -0.0451
N10 2.90590 -0.07558 2.57150  -0.1709
C30 4.03367 -0.99837 2.57973  -0.0084
C31 2.37990 0.28724 1.39680  -0.3445
O9 2.76763 -0.09968 0.30590  -0.0114
H66 3.16972 0.96004 4.37107  0.0944
H67 2.04648 -0.41383 4.44991  0.0925
H68 1.55157 1.08954 3.65710  0.0667
H69 4.86982 -0.57406 2.02706  0.0539
H70 3.75017 -1.93632 2.10160  0.0881
H71 4.33896 -1.19065 3.60381  0.0956
H72 1.53133 0.98635 1.49955  0.1313